{
  "formula": "C21H34N3",
  "method": "ωB97M-V/def2-TZVPD",
  "homo_lumo_gap_ev": 8.20,
  "charge": 1,
  "largest_force_ha_per_bohr": 0.0544,
  "smiles": "CN(C)C[C@@H]1CCC[N@@H+]1[C@H](/C=C/N1CCCCC1)c1ccccc1",
  "species": ["N", "N", "N", "C", "C", "C", "C", "C", "C", "C", "C", "C", "C", "C", "C", "C", "C", "C", "C", "C", "C", "C", "C", "C", "H", "H", "H", "H", "H", "H", "H", "H", "H", "H", "H", "H", "H", "H", "H", "H", "H", "H", "H", "H", "H", "H", "H", "H", "H", "H", "H", "H", "H", "H", "H", "H", "H", "H"],
  "coordinates": [[-2.38663, -1.36294, -0.38173], [1.07877, 0.60995, 1.20189], [-0.56837, 3.04409, -0.22028], [2.18289, 2.47947, 2.51863], [-3.69616, -0.75396, -0.45507], [3.35270, -0.42993, -1.67918], [2.70674, -1.96405, 0.03529], [2.48325, -0.78356, -0.66232], [-0.40851, 3.19316, -1.66095], [-4.68563, -3.04107, -1.02113], [-4.67742, -1.54549, -1.35594], [0.68803, 3.21181, 0.53236], [4.48262, -1.23333, -1.95474], [-1.27303, -0.59717, -0.36391], [1.13005, -0.03928, -0.30600], [2.63189, 1.16688, 3.08726], [-0.00072, -1.05679, -0.44150], [2.21730, 0.08292, 2.10559], [3.81879, -2.76575, -0.20893], [-1.63246, 3.91633, 0.27103], [0.94862, 2.19437, 1.63348], [4.70391, -2.41598, -1.23462], [-2.33172, -2.76624, -0.08580], [-3.28021, -3.62366, -0.94004], [-1.32182, -3.17465, -0.18575], [-5.20671, -3.20508, -0.06697], [0.96011, 0.76316, -1.03877], [-5.26195, -3.58465, -1.77625], [0.70047, 4.21903, 1.05184], [-3.32830, -4.62100, -0.48482], [5.13282, -1.02515, -2.82335], [3.91020, -3.71858, 0.32247], [-2.60978, -2.84639, 0.97297], [2.09643, -2.19415, 0.90661], [-5.69425, -1.14937, -1.23412], [0.20428, -2.14634, -0.60907], [-2.54661, 3.64722, -0.27740], [-4.08990, -0.74578, 0.57705], [3.27959, 0.52294, -2.21575], [0.27973, 2.43575, -2.08325], [0.18323, 0.25330, 1.71698], [-1.47509, 0.47108, -0.40510], [1.79940, -0.79394, 2.55920], [-1.78527, 3.77001, 1.35259], [0.11103, 2.16677, 2.35537], [-1.39545, 3.05005, -2.11159], [-0.06420, 4.19803, -1.98229], [3.09028, -0.16974, 1.49757], [3.70496, 1.10973, 3.19586], [1.97830, 3.25702, 3.28439], [5.42241, -3.16876, -1.59078], [1.58437, 3.13167, -0.14054], [2.24553, 1.00622, 4.08686], [-4.40366, -1.38842, -2.42075], [-1.44011, 4.99549, 0.06669], [2.94628, 2.90446, 1.86664], [-3.64416, 0.27530, -0.83755], [-2.84684, -3.76501, -1.94237]]
}

---

{
  "formula": "C21H35As3OPd",
  "method": "ωB97M-V/def2-TZVPD",
  "homo_lumo_gap_ev": [4.98, 4.99],
  "charge": 2,
  "largest_force_ha_per_bohr": 0.0205,
  "e_above_lowest_kcal_mol": 22.0,
  "species": ["Pd", "As", "As", "As", "O", "C", "C", "C", "C", "C", "C", "C", "C", "C", "C", "C", "C", "C", "C", "C", "C", "C", "C", "C", "C", "C", "H", "H", "H", "H", "H", "H", "H", "H", "H", "H", "H", "H", "H", "H", "H", "H", "H", "H", "H", "H", "H", "H", "H", "H", "H", "H", "H", "H", "H", "H", "H", "H", "H", "H", "H"],
  "coordinates": [[0.19306, 0.61521, -0.65565], [-1.79297, -0.62611, -1.33752], [0.70289, 2.96871, -0.23318], [0.75650, 0.35244, 1.69211], [2.40204, -0.04361, -1.56313], [-5.35612, -4.59656, -1.07443], [-3.02276, -3.13682, -0.62624], [-4.26984, -4.74357, -1.92492], [-2.22689, -1.06725, -3.16195], [2.21769, 1.61985, 1.78985], [4.74749, -0.73444, -1.49637], [1.15260, 4.39344, -1.44238], [4.29406, 2.36625, 2.74827], [2.18671, 2.75284, 0.97941], [3.26357, 1.43461, 2.68425], [-4.11410, -3.00042, 0.22478], [-5.27590, -3.72871, 0.00364], [3.30848, -1.14951, -1.31057], [-0.34000, 0.82637, 3.20199], [-3.10908, -4.01532, -1.70209], [-1.76746, -2.34440, -0.38573], [-3.38948, 0.23718, -0.69290], [3.21956, 3.67891, 1.04063], [-0.71614, 3.76110, 0.80811], [1.44062, -1.38362, 2.17103], [4.27520, 3.48228, 1.92485], [1.33405, -2.07405, 1.33933], [-3.55493, 1.14219, -1.27314], [-0.63406, 1.86948, 3.14721], [-2.25581, -4.14520, -2.36039], [0.32301, 4.52991, -2.13081], [5.40954, -1.56652, -1.25078], [-4.32234, -5.43565, -2.75545], [-2.35741, -0.15116, -3.73177], [4.99716, 0.10855, -0.84935], [0.86606, -1.74514, 3.01924], [3.12128, -1.45209, -0.28169], [5.08046, 4.20397, 1.96977], [-3.26414, 0.49932, 0.35457], [1.27913, 5.29246, -0.84298], [3.21285, 4.55737, 0.40892], [0.27145, 0.66632, 4.08887], [4.94558, -0.45563, -2.53491], [2.05742, 4.17134, -1.99996], [-1.22264, 0.19190, 3.24304], [-1.52006, 4.05095, 0.13465], [3.29265, 0.56937, 3.33506], [-4.05214, -2.33173, 1.07780], [2.73160, 0.43346, -2.33460], [-6.11503, -3.62731, 0.68013], [-1.43949, -1.66749, -3.60977], [-4.23994, -0.43149, -0.81083], [-0.87616, -2.86715, -0.72850], [5.11370, 2.21233, 3.43816], [-0.33790, 4.64222, 1.32265], [-6.26217, -5.16267, -1.24848], [3.04655, -1.97939, -1.96486], [-1.09960, 3.04362, 1.52455], [-3.15936, -1.62893, -3.13727], [-1.64055, -2.08487, 0.66454], [2.49150, -1.29715, 2.43519]]
}

---

{
  "formula": "C21H35B3BrN5O15PV",
  "method": "ωB97M-V/def2-TZVPD",
  "homo_lumo_gap_ev": 1.46,
  "charge": 0,
  "largest_force_ha_per_bohr": 0.0484,
  "species": ["Br", "V", "P", "O", "O", "O", "O", "O", "O", "O", "O", "O", "O", "O", "O", "O", "O", "O", "N", "N", "N", "N", "N", "C", "C", "C", "C", "C", "C", "C", "C", "C", "C", "C", "C", "C", "C", "C", "C", "C", "C", "C", "C", "C", "B", "B", "B", "H", "H", "H", "H", "H", "H", "H", "H", "H", "H", "H", "H", "H", "H", "H", "H", "H", "H", "H", "H", "H", "H", "H", "H", "H", "H", "H", "H", "H", "H", "H", "H", "H", "H", "H"],
  "coordinates": [[7.64521, -6.74637, -2.97523], [10.35387, -1.20938, -3.73230], [-2.36203, -2.47606, 0.75500], [-1.94182, 1.12778, -2.38896], [-3.25652, 2.77754, 0.84579], [2.71426, 4.30215, 0.33763], [-6.12924, 0.58994, 3.56808], [-5.30000, -1.47554, 3.54310], [-0.03179, -1.61277, -1.12956], [11.57877, -1.79054, -2.71257], [3.37314, 5.24862, -1.49141], [9.15783, -0.63012, -4.79558], [0.56960, 1.04465, -0.67700], [-6.09003, -0.04860, -2.34320], [-4.94128, 1.72024, -1.21103], [1.44286, -1.30832, 0.72640], [3.86332, 3.18449, -1.11659], [-0.48308, -0.82817, 3.23626], [-3.77214, -3.05384, 1.11418], [3.32379, 4.25227, -0.76150], [-2.70292, -0.13914, -0.61339], [1.17773, 2.52243, -2.52315], [-1.82969, 3.03026, 2.60606], [5.23134, -2.47478, -1.57296], [-0.78353, 1.13490, -0.20046], [-2.11651, 2.79668, 1.25998], [-4.68194, -0.06018, 1.71324], [-3.87498, -0.63170, -1.36495], [5.44930, -3.83703, -1.71736], [0.92911, 1.17577, 2.61070], [0.87956, 1.90060, -1.60993], [-0.98550, 2.58197, 0.27834], [-1.88470, 0.68294, -1.14669], [6.51861, -2.05215, -3.56621], [5.76773, -1.57892, -2.49736], [-3.06106, 3.30229, 3.36657], [-0.83958, -0.06130, 0.79292], [6.19940, -4.28843, -2.79164], [-0.95001, 4.21688, 2.75356], [-5.37652, -0.39722, 3.01974], [-2.31552, -0.57769, 0.73845], [1.02439, -2.40290, -1.71649], [6.74459, -3.41234, -3.71182], [-3.17188, -0.18811, 1.94582], [-5.02458, 0.42920, -1.64487], [0.22919, -1.05743, 0.08628], [-0.13898, 0.09600, 2.23895], [-6.80539, 0.60050, -2.34382], [-2.78493, 3.35957, 4.41559], [0.67104, -2.76695, -2.67466], [-3.74692, -3.61269, 1.95780], [-4.26259, -1.53937, -0.91004], [-3.77912, 2.49821, 3.28542], [-3.04787, -0.97706, 2.68234], [-1.34949, -2.86658, 1.66010], [-1.40600, 5.11202, 2.33413], [6.38917, -5.41724, -2.92154], [5.03657, -4.53864, -1.00325], [1.25409, -3.26354, -1.09786], [-3.51201, -0.94490, -2.34481], [5.60347, -0.51534, -2.37986], [-5.08235, -0.76326, 0.99356], [1.88691, -1.77097, -1.89460], [-0.05037, 2.93090, 0.70562], [4.64814, -2.10632, -0.73751], [1.48272, 1.59868, 1.77814], [-2.82061, 0.71884, 2.41909], [1.63304, 0.70052, 3.29156], [-1.18632, 3.25054, -0.55575], [7.33883, -3.78463, -4.53659], [-5.27371, 2.30656, -1.90403], [0.01982, 4.01763, 2.31149], [6.94222, -1.36121, -4.28516], [-6.84957, 0.12837, 4.02419], [0.44086, 1.94499, 3.20314], [1.45688, -2.17935, 1.14351], [-4.96381, 0.96572, 1.49174], [-1.63406, 0.40874, -2.97225], [-2.00013, -2.86659, -0.54625], [-3.49913, 4.25320, 3.06990], [-0.11287, -1.68876, 3.00784], [-0.76430, 4.38982, 3.80801]]
}